[1]
Below is a structure of composition C28H31BIrN10O4S, with properties calculated with ωB97M-V/def2-TZVPD.

The geometry in ORCA input format:
```
! RIJCOSX wB97M-V def2-TZVPD def2/J DEFGRID3
* xyz 2 6
Ir 0.602 -0.255 0.347
C 1.133 1.642 3.328
C 1.480 2.335 2.053
C 1.995 3.607 1.843
C 2.105 3.725 0.472
N 1.673 2.599 -0.117
N 1.308 1.736 0.872
B 1.493 2.163 -1.630
N -0.024 1.851 -1.817
C -0.874 2.448 -2.664
C -2.158 2.186 -2.253
C -2.026 1.415 -1.099
C -3.142 0.960 -0.218
N -0.727 1.211 -0.841
N 2.356 0.864 -1.838
C 3.353 0.684 -2.700
C 4.056 -0.452 -2.345
C 3.438 -0.941 -1.212
C 3.911 -2.111 -0.413
N 2.396 -0.131 -0.890
N 1.894 3.180 -2.678
C 2.257 4.491 -2.706
C 2.381 4.872 -4.012
C 2.064 3.724 -4.758
C 2.029 3.571 -6.250
N 1.765 2.711 -3.967
H 1.249 2.321 4.170
H 1.786 0.786 3.494
H 0.101 1.287 3.315
H 2.251 4.346 2.583
H 2.462 4.560 -0.093
H -0.508 3.019 -3.500
H -3.072 2.534 -2.702
H -3.906 1.736 -0.180
H -2.799 0.765 0.793
H -3.618 0.061 -0.619
H 3.499 1.369 -3.517
H 4.914 -0.870 -2.843
H 4.854 -2.456 -0.831
H 3.212 -2.945 -0.423
H 4.084 -1.827 0.625
H 2.406 5.090 -1.832
H 2.663 5.843 -4.384
H 2.362 4.484 -6.739
H 1.019 3.350 -6.595
H 2.671 2.753 -6.574
C -0.673 -2.996 4.037
N 0.637 -2.353 4.145
C 1.234 -1.981 5.340
C 2.438 -1.454 5.041
N 2.543 -1.504 3.667
C 1.443 -2.049 3.119
S 1.238 -2.397 1.444
H -0.931 -3.394 5.013
H -0.611 -3.807 3.316
H -1.412 -2.270 3.709
H 0.757 -2.141 6.291
H 3.213 -1.060 5.674
H 3.354 -1.252 3.124
O -1.014 -1.626 -0.570
C -1.735 -1.660 0.463
O -1.484 -1.021 1.502
C -2.963 -2.536 0.391
C -2.980 -3.587 -0.600
C -4.047 -4.424 -0.781
C -5.131 -4.173 0.055
O -6.287 -4.791 0.098
C -7.088 -4.182 1.126
O -6.271 -3.127 1.668
C -5.119 -3.131 1.037
C -4.022 -2.295 1.228
H -2.101 -3.690 -1.223
H -4.063 -5.211 -1.521
H -7.300 -4.913 1.901
H -7.989 -3.761 0.689
H -4.005 -1.505 1.965
*
```

Computed properties:
Kohn-Sham gap (spin up / spin down)   7.4 / 4.3 eV
Energy above the lowest of the compared OMol25 structures with the same formula, charge and spin   0.695 eV
E_HOMO (spin up / spin down)   -12.8 / -13.0 eV

[2]
Below is a cluster of 4 separate species, C28H31Br2N7O2PS2 in total in a non-equilibrium geometry, with properties calculated with ωB97M-V/def2-TZVPD.

The geometry in ORCA input format:
```
! RIJCOSX wB97M-V def2-TZVPD def2/J DEFGRID3
* xyz 1 1
C 2.496 -5.134 2.686
C 0.966 -4.990 2.435
O 0.342 -5.886 1.965
O 0.371 -3.720 2.761
C 0.315 -3.019 1.521
N 0.631 -1.577 1.631
C -0.101 -0.565 0.952
N -1.229 -0.625 0.098
C -2.368 -0.666 0.728
C -3.575 0.246 0.304
C -2.681 -1.646 1.932
C 0.600 0.636 1.322
C 0.394 2.095 0.931
Br 1.593 2.768 -0.490
C -0.501 2.948 1.484
C -1.463 2.454 2.610
Br -0.662 4.822 0.930
N 1.663 0.351 2.205
N 2.554 1.285 2.750
C 3.571 1.270 1.980
S 4.775 1.310 0.963
C 1.659 -1.028 2.367
P 2.972 -1.757 3.492
S 2.262 -2.520 5.139
H 2.797 -4.914 3.741
H 2.830 -6.175 2.460
H 3.006 -4.450 1.948
H -0.658 -3.145 0.974
H 1.103 -3.482 0.850
H -4.487 -0.415 0.374
H -3.710 1.041 1.080
H -3.449 0.677 -0.718
H -3.740 -1.510 2.291
H -2.615 -2.720 1.600
H -1.988 -1.442 2.791
H -0.974 2.558 3.612
H -1.699 1.367 2.450
H -2.417 3.037 2.530
H 3.773 -0.636 3.891
H 3.865 -2.635 2.804
N -1.761 5.465 -3.128
C -1.669 6.197 -4.243
C -0.832 7.294 -4.379
C -0.045 7.656 -3.298
C -0.123 6.914 -2.129
C -0.990 5.833 -2.097
H -2.306 5.878 -5.061
H -0.797 7.849 -5.307
H 0.621 8.508 -3.364
H 0.476 7.167 -1.264
H -1.084 5.218 -1.204
N -6.983 2.469 -2.863
C -6.505 2.724 -4.085
C -5.219 3.183 -4.331
C -4.379 3.393 -3.249
C -4.854 3.136 -1.972
C -6.155 2.677 -1.835
H -7.199 2.548 -4.899
H -4.885 3.371 -5.343
H -3.367 3.753 -3.397
H -4.228 3.289 -1.101
H -6.570 2.459 -0.855
N 4.368 -5.624 -0.370
C 5.509 -5.275 0.238
C 6.697 -5.974 0.111
C 6.709 -7.106 -0.689
C 5.542 -7.490 -1.327
C 4.406 -6.720 -1.137
H 5.450 -4.384 0.856
H 7.590 -5.642 0.624
H 7.619 -7.681 -0.813
H 5.513 -8.368 -1.959
H 3.469 -6.979 -1.619
*
```

Computed properties:
Kohn-Sham gap   6.9 eV
E_HOMO   -11.2 eV